Record 1
This record from the Open Molecules 2025 dataset describes the molecule C5H11NO. The level of theory is ωB97M-V/def2-TZVPD.

Element x y z (Å)
1 O 0.5118 0.4176 -2.6212
2 N 0.0037 -0.6037 -0.6505
3 C 0.1625 -1.7921 0.1599
4 C 0.8496 1.5242 0.2663
5 C -1.2594 0.4886 1.1901
6 C 0.5052 -0.5727 -1.9123
7 C -0.3860 0.6831 -0.0471
8 H -2.1698 -0.0810 0.9780
9 H 0.5137 -2.6080 -0.4782
10 H 1.4703 1.0379 1.0302
11 H -0.7916 -2.0986 0.6005
12 H 1.4576 1.6571 -0.6327
13 H 0.8955 -1.6584 0.9671
14 H 0.5522 2.5154 0.6266
15 H 0.9388 -1.5499 -2.2221
16 H -0.7200 -0.0260 1.9942
17 H -1.5613 1.4702 1.5681
18 H -0.9728 1.1962 -0.8170

Results
SMILES string   CC(C)N(C)C=O
Energy relative to the best compared isomer or geometry (same formula, charge and spin)   11.1 kcal/mol
Gap between HOMO and LUMO   10.2 eV

Record 2
This record from the Open Molecules 2025 dataset describes the molecule C5H11NO. The level of theory is ωB97M-V/def2-TZVPD.

Element x y z (Å)
1 O -0.1374 -2.5217 0.5076
2 N -0.0443 0.3500 0.7229
3 C 1.1369 -0.4872 0.9089
4 C 0.9936 -1.7781 0.1166
5 C 0.1618 1.7649 0.4634
6 C -0.3106 0.8611 -0.6121
7 C -1.7529 0.8063 -1.0495
8 H 1.8696 -2.4131 0.2816
9 H -1.9576 1.5124 -1.8608
10 H 1.1930 2.1161 0.3911
11 H -2.4043 1.0461 -0.2029
12 H -0.8769 -1.8987 0.5381
13 H -0.5220 2.4593 0.9478
14 H 2.0688 0.0253 0.6141
15 H 0.9596 -1.5418 -0.9606
16 H -2.0107 -0.2009 -1.3988
17 H 0.4269 0.6272 -1.3835
18 H 1.2064 -0.7273 1.9762

Results
SMILES string   C[C@H]1CN1CCO
Energy relative to the best compared isomer or geometry (same formula, charge and spin)   47.0 kcal/mol
Gap between HOMO and LUMO   10.5 eV

Record 3
This record from the Open Molecules 2025 dataset describes the molecule C5H11NO. The level of theory is ωB97M-V/def2-TZVPD.

Element x y z (Å)
1 O -2.4353 0.6094 -0.3348
2 N -0.5451 -0.5541 0.0668
3 C 0.9933 -0.8090 0.2225
4 C -1.2013 0.6418 0.0123
5 C 1.8259 0.3083 -0.3657
6 C -1.3026 -1.7959 0.0222
7 C -0.4897 1.9352 0.1777
8 H -1.1981 2.7264 0.3283
9 H 2.2396 1.2857 0.2634
10 H 0.0760 2.1597 -0.5175
11 H -1.0346 -2.4360 -0.7951
12 H 0.0287 1.8713 1.3172
13 H 2.8615 -0.0688 -0.3505
14 H 0.9383 -0.9293 1.2456
15 H 1.1465 -1.5837 -0.2808
16 H -2.4552 -1.4395 -0.2336
17 H 1.7589 0.4292 -1.5414
18 H -1.2067 -2.3505 0.7635

Results
SMILES string   CCN(C)C(C)=O
Energy relative to the best compared isomer or geometry (same formula, charge and spin)   107.5 kcal/mol
Gap between HOMO and LUMO   9.7 eV

Record 4
This record from the Open Molecules 2025 dataset describes a cluster of 2 separate species, C5H11NO in total. The level of theory is ωB97M-V/def2-TZVPD.

Element x y z (Å)
1 O 0.2684 0.4026 2.9714
2 N 1.0098 -0.3816 -0.8848
3 C 1.7091 -1.6298 -1.1463
4 C -1.1157 -1.1155 0.2979
5 C -1.1531 1.9813 -1.2053
6 C -0.7194 1.1332 -0.2768
7 C -0.2809 -0.2275 -0.3163
8 H 2.3504 -1.4527 -2.1180
9 H -1.6417 3.0491 -0.8651
10 H -0.9466 -2.2234 0.3390
11 H 2.5036 -1.8041 -0.3495
12 H -2.1246 -0.7885 0.5733
13 H -0.5146 0.8323 2.6325
14 H 0.9997 -2.4959 -1.2460
15 H 0.3995 -0.3307 2.2992
16 H -1.4343 1.8797 -2.2276
17 H 1.1815 0.4587 -1.4216
18 H -0.6283 1.4755 0.6870

Results
SMILES string   C=CC(=C)NC.O
Energy relative to the best compared isomer or geometry (same formula, charge and spin)   76.4 kcal/mol
Gap between HOMO and LUMO   9.1 eV

Record 5
This record from the Open Molecules 2025 dataset describes a cluster of 2 separate species, C5H11NO in total. The level of theory is ωB97M-V/def2-TZVPD.

Element x y z (Å)
1 O -2.6022 -1.7219 0.8217
2 N -0.1800 0.5123 0.6692
3 C -0.1450 1.8030 0.5438
4 C -1.5986 -1.4945 -0.1633
5 C 1.9312 0.6069 -1.6866
6 C -0.4193 -0.7438 0.3228
7 C 0.3434 -0.5222 1.5615
8 H -0.6826 2.2738 -0.2697
9 H -2.8786 -0.8578 1.1511
10 H 1.4578 1.3887 -2.2862
11 H -0.1244 -0.5362 2.5517
12 H 1.4308 -0.6378 1.5674
13 H -1.2844 -2.4909 -0.4861
14 H -2.0110 -0.9815 -1.0450
15 H 0.4991 2.3672 1.2054
16 H 2.5784 -0.0036 -2.3190
17 H 2.5221 1.0733 -0.8937
18 H 1.1633 -0.0349 -1.2452

Results
Energy relative to the best compared isomer or geometry (same formula, charge and spin)   112.7 kcal/mol
Gap between HOMO and LUMO   8.2 eV

Record 6
This record from the Open Molecules 2025 dataset describes a cluster of 3 separate species, C5H11NO in total. The level of theory is ωB97M-V/def2-TZVPD.

Element x y z (Å)
1 O -0.6068 -0.0854 1.8761
2 N -0.2707 -0.5180 -1.4181
3 C 1.0186 -2.2222 -0.1185
4 C 0.2412 1.7981 -1.2795
5 C -0.3406 0.7439 -0.7136
6 C -0.3284 -1.8177 -0.7759
7 C 0.3797 0.3654 1.5685
8 H 1.3928 -1.4103 0.5001
9 H -0.4442 -2.5760 -1.5536
10 H -0.7466 3.9240 3.8546
11 H -0.2855 4.5070 3.9214
12 H -1.2109 0.7998 -0.0759
13 H -1.1057 -1.8848 0.0047
14 H -0.9136 -0.4533 -2.1978
15 H 0.8452 -3.0559 0.5688
16 H 1.7035 -2.5394 -0.9124
17 H 0.6944 1.6071 -2.2549
18 H -0.0224 2.8175 -0.9940

Results
Energy relative to the best compared isomer or geometry (same formula, charge and spin)   90.9 kcal/mol
Gap between HOMO and LUMO   9.6 eV

Record 7
This record from the Open Molecules 2025 dataset describes a cluster of 2 separate species, C5H11NO in total. The level of theory is ωB97M-V/def2-TZVPD.

Element x y z (Å)
1 O 0.6373 -3.8584 2.1041
2 N -0.0435 -0.2518 -0.7139
3 C -1.2448 1.4761 0.5499
4 C -0.4609 1.0630 -0.6977
5 C -0.2743 2.0963 -1.5432
6 C 0.7578 -0.6430 -1.8792
7 C -0.8831 0.9692 1.7514
8 H 1.2823 -1.5501 -1.5836
9 H -2.0025 2.3093 0.4939
10 H 0.1171 -3.4011 2.7775
11 H -1.2761 1.3793 2.6754
12 H 0.3759 -0.4902 0.1678
13 H -0.8145 3.0069 -1.5673
14 H 1.4571 -4.0014 2.6117
15 H 0.5992 2.0374 -2.1904
16 H 0.1789 0.7357 1.8434
17 H 0.0339 -0.9359 -2.6675
18 H 1.5606 0.0587 -2.1324

Results
SMILES string   C=CC(=C)NC.O
Energy relative to the best compared isomer or geometry (same formula, charge and spin)   73.2 kcal/mol
Gap between HOMO and LUMO   8.8 eV

Record 8
This record from the Open Molecules 2025 dataset describes the molecule C5H11NO. The level of theory is ωB97M-V/def2-TZVPD.

Element x y z (Å)
1 O -0.7817 0.2473 1.5428
2 N 0.3179 -0.9310 -0.0132
3 C -0.9542 1.0894 -0.6809
4 C 1.0577 -0.9412 -1.2743
5 C 0.6089 -1.9558 0.9864
6 C -0.0970 2.3533 -0.7232
7 C -0.4869 0.1006 0.3770
8 H -1.9856 1.2814 -0.3858
9 H 0.3957 -0.7352 -2.1098
10 H 1.3127 -2.6681 0.5723
11 H -1.0155 0.6332 -1.6722
12 H 1.9299 -0.2848 -1.2577
13 H 0.9990 -1.4333 1.8654
14 H -0.2509 2.8832 0.2184
15 H 1.4377 -1.9538 -1.3771
16 H -0.2818 -2.4748 1.3446
17 H -0.4211 3.0412 -1.5014
18 H 0.9445 2.0697 -0.8578

Results
SMILES string   CCC(=O)N(C)C
Energy relative to the best compared isomer or geometry (same formula, charge and spin)   15.4 kcal/mol
Gap between HOMO and LUMO   10.0 eV

Record 9
This record from the Open Molecules 2025 dataset describes the molecule C5H11NO. The level of theory is ωB97M-V/def2-TZVPD.

Element x y z (Å)
1 O -0.4963 1.9549 1.2247
2 N 1.9445 -0.3324 0.9364
3 C 0.6360 -0.2272 1.0440
4 C -0.2586 -0.1455 -0.0898
5 C -1.6566 -0.6658 0.2294
6 C 0.2750 -0.6334 -1.4265
7 C -0.3208 1.5954 -0.0206
8 H 0.4245 -1.7173 -1.4490
9 H 0.2401 -0.1665 2.0462
10 H 2.5387 -0.1555 1.7318
11 H -1.6744 -1.7487 0.3824
12 H 1.2151 -0.1486 -1.7066
13 H -2.0344 -0.1707 1.1246
14 H -0.4447 -0.3852 -2.2079
15 H 2.3818 -0.3339 0.0265
16 H -1.1075 1.8727 -0.7612
17 H -2.3295 -0.4323 -0.5973
18 H 0.6671 1.8398 -0.4871

Results
Energy relative to the best compared isomer or geometry (same formula, charge and spin)   75.9 kcal/mol
Gap between HOMO and LUMO   7.5 eV

Record 10
This record from the Open Molecules 2025 dataset describes the molecule C5H11NO. The level of theory is ωB97M-V/def2-TZVPD.

Element x y z (Å)
1 O 1.6066 2.0455 1.6597
2 N 0.4174 1.2768 -1.5569
3 C 0.8633 2.1752 0.7141
4 C 0.1381 -2.2827 0.4411
5 C 0.5410 0.9856 -0.0995
6 C -0.6970 0.1502 0.3489
7 C -0.8497 -1.2993 -0.1617
8 H -0.6587 0.1271 1.4584
9 H 1.2688 0.1565 -0.1015
10 H -1.6145 0.7026 0.1084
11 H 0.0861 2.2041 -1.8141
12 H 0.8248 -1.7901 1.1264
13 H 0.4441 3.1512 0.3900
14 H -0.5957 -1.0256 -1.1947
15 H -0.3074 -3.0360 1.0959
16 H -0.3448 0.7155 -1.9206
17 H -1.8905 -1.6151 -0.1118
18 H 0.7679 -2.6415 -0.3821

Results
SMILES string   CCC[C@@H](N)C=O
Energy relative to the best compared isomer or geometry (same formula, charge and spin)   48.1 kcal/mol
Gap between HOMO and LUMO   10.4 eV

Record 11
This record from the Open Molecules 2025 dataset describes the molecule C5H11NO. The level of theory is ωB97M-V/def2-TZVPD.

Element x y z (Å)
1 O -2.9684 -1.4532 -0.0890
2 N -1.3702 0.5928 1.1902
3 C 0.0340 0.5947 -0.7559
4 C 2.1175 -0.4651 0.0626
5 C -2.0678 -0.8038 -0.6037
6 C 1.3280 0.8322 -0.0446
7 C -0.8777 -0.2928 0.1404
8 H 3.1184 -0.3170 0.4466
9 H -2.3846 0.5159 1.2807
10 H 2.0942 -1.0802 -0.9057
11 H 0.2285 0.0808 -1.7060
12 H 1.2434 1.2315 0.8962
13 H -2.0995 -0.5674 -1.6858
14 H -0.3832 -1.2547 0.3654
15 H 1.8648 1.5040 -0.7034
16 H 1.6937 -1.1372 0.8476
17 H -0.9330 0.3637 2.0692
18 H -0.6380 1.6554 -0.8047

Results
SMILES string   CCC[C@@H](N)C=O
Energy relative to the best compared isomer or geometry (same formula, charge and spin)   47.3 kcal/mol
Gap between HOMO and LUMO   10.5 eV

Record 12
This record from the Open Molecules 2025 dataset describes the molecule C5H11NO. The level of theory is ωB97M-V/def2-TZVPD.

Element x y z (Å)
1 O 1.0663 0.8823 -2.6341
2 N 1.4400 -1.1924 -0.3365
3 C -0.8479 0.6207 2.6757
4 C -1.0920 0.7322 1.3827
5 C 0.5306 -0.0684 -0.4148
6 C 0.0495 0.2901 -1.8156
7 C -0.7325 -0.3782 0.4440
8 H 0.9256 -2.0601 -0.2431
9 H 0.9892 0.8175 0.0398
10 H -1.1800 1.3758 3.3717
11 H -0.4606 -0.2865 3.1296
12 H -0.2821 -0.6415 -2.2984
13 H -0.5614 -1.2974 1.0039
14 H -1.4988 -0.6780 -0.2733
15 H -1.6606 1.5715 0.9963
16 H -0.7890 0.9725 -1.7485
17 H 2.1916 -1.2604 -1.0070
18 H 1.9120 0.6002 -2.2724

Results
SMILES string   C=CC[C@@H](N)CO
Energy relative to the best compared isomer or geometry (same formula, charge and spin)   45.4 kcal/mol
Gap between HOMO and LUMO   10.3 eV

Record 13
This record from the Open Molecules 2025 dataset describes the molecule C5H11NO. The level of theory is ωB97M-V/def2-TZVPD.

Element x y z (Å)
1 O 0.5508 1.5159 0.7869
2 N -1.2295 0.7686 -0.4347
3 C 0.5762 -0.7696 0.0581
4 C 1.8042 -1.1416 0.8508
5 C -1.7920 2.0962 -0.2529
6 C -0.0018 0.4424 0.1426
7 C -0.0121 -1.8560 -0.8044
8 H 0.7840 -2.4472 -1.2769
9 H 2.6515 -1.4086 0.2028
10 H -1.0452 2.8457 -0.5207
11 H -1.9075 0.0301 -0.3254
12 H -0.6269 -1.4420 -1.6111
13 H 2.1401 -0.3470 1.5273
14 H 1.5036 1.3688 0.8610
15 H -0.6331 -2.5699 -0.2420
16 H -2.6428 2.2097 -0.9319
17 H -2.1249 2.3089 0.7765
18 H 1.6054 -2.0150 1.4891

Results
SMILES string   CNC(O)=C(C)C
Energy relative to the best compared isomer or geometry (same formula, charge and spin)   30.6 kcal/mol
Gap between HOMO and LUMO   8.1 eV

Record 14
This record from the Open Molecules 2025 dataset describes a structure of composition C5H11NO. The level of theory is ωB97M-V/def2-TZVPD.

Element x y z (Å)
1 O 1.0209 2.1626 -0.5843
2 N -1.2664 2.0139 0.9620
3 C -0.3980 -0.4056 0.4589
4 C 0.8254 -1.9906 -1.0008
5 C -1.6352 0.2650 0.9456
6 C 2.0196 -1.9360 -0.4494
7 C -0.3833 -1.3187 -0.5027
8 H -1.6624 2.0238 1.8930
9 H 2.1896 -1.4131 0.4795
10 H 1.1748 3.0698 -0.8444
11 H -1.7733 0.0641 2.0150
12 H -1.2876 -1.5512 -1.0383
13 H 0.2493 2.2307 0.0217
14 H 0.6952 -2.5270 -1.9261
15 H 0.5021 0.0953 0.7700
16 H -2.5203 -0.1204 0.4133
17 H 2.8248 -2.4522 -0.9530
18 H -1.8200 1.5153 0.3368

Results
Energy relative to the best compared isomer or geometry (same formula, charge and spin)   117.4 kcal/mol
Gap between HOMO and LUMO   9.3 eV